Entry 1:
{
  "formula": "C3H12NS",
  "method": "ωB97M-V/def2-TZVPD",
  "relative_energy_kj_mol": 73.37,
  "homo_lumo_gap_ev": 9.86,
  "mol_weight_g_mol": 94.20,
  "total_energy_ev": -15623.825,
  "largest_force_ev_per_a": 1.834,
  "charge": 1,
  "species": ["S", "N", "C", "C", "C", "H", "H", "H", "H", "H", "H", "H", "H", "H", "H", "H", "H"],
  "coordinates": [[0.65, -0.46, -1.11], [-0.08, 1.85, 0.83], [0.44, -2.11, -0.41], [-1.15, 2.88, 0.49], [-0.39, -2.23, 0.87], [-0.31, 1.08, 0.15], [1.67, -0.10, -0.31], [-0.61, -3.27, 1.15], [0.20, -1.89, 1.74], [1.42, -2.42, -0.05], [-0.20, 1.36, 1.72], [0.85, 2.26, 0.76], [-1.48, 2.80, -0.55], [-1.99, 2.52, 1.10], [-0.02, -2.79, -1.13], [-1.37, -1.77, 0.80], [-0.80, 3.89, 0.67]],
  "nbo_charge": [-0.0100, -0.7237, -0.5245, -0.4194, -0.6296, 0.4526, 0.1155, 0.2445, 0.2027, 0.2369, 0.4399, 0.4414, 0.2411, 0.2335, 0.2474, 0.2072, 0.2445]
}

=====

Entry 2:
{
  "formula": "C3H12NS",
  "method": "ωB97M-V/def2-TZVPD",
  "relative_energy_kj_mol": 46.67,
  "homo_lumo_gap_ev": 10.24,
  "mol_weight_g_mol": 94.20,
  "total_energy_ev": -15624.102,
  "largest_force_ev_per_a": 1.493,
  "charge": 1,
  "species": ["S", "N", "C", "C", "C", "H", "H", "H", "H", "H", "H", "H", "H", "H", "H", "H", "H"],
  "coordinates": [[-2.00, -0.04, -0.23], [0.39, -1.77, 0.38], [0.02, 1.90, -0.42], [-1.35, 1.68, 0.22], [1.67, -1.54, -0.37], [-1.39, 1.80, 1.33], [-0.12, 1.72, -1.51], [-0.23, -0.89, 0.45], [0.55, -2.11, 1.33], [0.36, 2.96, -0.22], [-0.14, -2.47, -0.11], [2.33, -0.90, 0.27], [-2.05, 2.42, -0.11], [2.17, -2.53, -0.56], [0.82, 1.24, -0.10], [1.40, -1.00, -1.31], [-2.44, -0.47, 0.98]],
  "nbo_charge": [-0.0645, -0.7148, -0.6292, -0.4740, -0.4343, 0.2335, 0.2219, 0.4376, 0.4317, 0.2524, 0.4334, 0.2387, 0.2371, 0.2470, 0.1876, 0.2430, 0.1530]
}

=====

Entry 3:
{
  "formula": "C3H12O2S",
  "method": "ωB97M-V/def2-TZVPD",
  "smiles": "CCSC.O.O",
  "relative_energy_kj_mol": 85.00,
  "homo_lumo_gap_ev": 8.92,
  "mol_weight_g_mol": 112.19,
  "total_energy_ev": -18235.201,
  "largest_force_ev_per_a": 1.569,
  "charge": 0,
  "species": ["S", "O", "O", "C", "C", "C", "H", "H", "H", "H", "H", "H", "H", "H", "H", "H", "H", "H"],
  "coordinates": [[-2.08, -2.31, 0.74], [3.05, 1.05, -1.04], [1.14, 3.90, -0.92], [-0.41, 0.00, 0.97], [-1.59, -0.72, 1.59], [-0.81, -2.55, -0.62], [-1.01, -3.46, -1.17], [-1.43, -1.01, 2.63], [0.46, -0.52, 1.34], [-0.86, -1.66, -1.26], [0.56, 3.19, -0.61], [-2.51, -0.13, 1.67], [2.57, 1.40, -1.80], [2.78, 0.14, -0.98], [0.15, -2.66, -0.14], [0.64, 4.40, -1.56], [-0.39, 1.06, 1.27], [-0.26, -0.11, -0.10]],
  "nbo_charge": [0.1204, -0.9320, -0.9378, -0.6293, -0.4980, -0.7165, 0.2354, 0.2144, 0.2133, 0.2085, 0.4701, 0.2125, 0.4710, 0.4619, 0.2095, 0.4681, 0.2196, 0.2087]
}

=====

Entry 4:
{
  "formula": "C3H12O2S",
  "method": "ωB97M-V/def2-TZVPD",
  "smiles": "CCCS.O.O",
  "relative_energy_kj_mol": 113.10,
  "homo_lumo_gap_ev": 9.52,
  "mol_weight_g_mol": 112.19,
  "total_energy_ev": -18234.910,
  "largest_force_ev_per_a": 5.374,
  "charge": 0,
  "species": ["S", "O", "O", "C", "C", "C", "H", "H", "H", "H", "H", "H", "H", "H", "H", "H", "H", "H"],
  "coordinates": [[1.57, -2.06, 2.15], [-2.98, 0.13, -2.69], [-2.56, 2.08, 1.78], [2.11, -0.22, 0.04], [1.02, -1.09, 0.71], [1.54, 0.71, -1.05], [2.37, 1.14, -1.59], [0.20, -0.33, 0.91], [1.13, -3.29, 1.76], [-3.49, 2.15, 2.06], [0.79, 0.19, -1.57], [-2.92, -0.52, -2.09], [-2.17, 1.24, 2.22], [2.72, -1.00, -0.52], [-3.59, 0.81, -2.31], [0.64, -1.86, 0.02], [0.92, 1.58, -0.59], [2.70, 0.34, 0.75]],
  "nbo_charge": [-0.0449, -0.9295, -0.9500, -0.4032, -0.5250, -0.6084, 0.2203, 0.2006, 0.1283, 0.4733, 0.2093, 0.4579, 0.4771, 0.1963, 0.4717, 0.2193, 0.1990, 0.2077]
}

=====

Entry 5:
{
  "formula": "C3H12O2S2",
  "method": "ωB97M-V/def2-TZVPD",
  "smiles": "CCCSS.O.O",
  "relative_energy_kj_mol": 88.92,
  "homo_lumo_gap_ev": 9.18,
  "mol_weight_g_mol": 144.26,
  "total_energy_ev": -29070.749,
  "largest_force_ev_per_a": 2.386,
  "charge": 0,
  "species": ["S", "S", "O", "O", "C", "C", "C", "H", "H", "H", "H", "H", "H", "H", "H", "H", "H", "H", "H"],
  "coordinates": [[-1.25, 0.16, 2.93], [-0.80, -1.38, 1.56], [-0.23, -4.48, -3.75], [-0.60, 4.13, 2.51], [-0.33, -0.54, 0.06], [1.05, 0.25, 0.26], [1.53, 0.71, -1.12], [-1.11, 0.13, -0.32], [-0.11, -1.34, -0.67], [-1.08, 4.85, 2.92], [-0.95, -4.42, -3.12], [-1.31, 3.48, 2.43], [2.27, 1.50, -1.05], [-2.48, 0.49, 2.39], [1.65, -0.54, 0.72], [0.38, -5.18, -3.48], [1.80, -0.09, -1.80], [0.93, 1.05, 0.98], [0.62, 1.21, -1.45]],
  "nbo_charge": [-0.1582, 0.1179, -0.9473, -0.9272, -0.5600, -0.3961, -0.6181, 0.2130, 0.2291, 0.4633, 0.4734, 0.4638, 0.2182, 0.1279, 0.1979, 0.4742, 0.2115, 0.2175, 0.1991]
}

=====

Entry 6:
{
  "formula": "C3H12O3",
  "method": "ωB97M-V/def2-TZVPD",
  "relative_energy_kj_mol": 145.58,
  "homo_lumo_gap_ev": [2.66, 10.78],
  "mol_weight_g_mol": 96.13,
  "spin_multiplicity": 2,
  "total_energy_ev": -9445.595,
  "s_squared": 0.7504,
  "largest_force_ev_per_a": 5.333,
  "charge": -1,
  "species": ["O", "O", "O", "C", "C", "C", "H", "H", "H", "H", "H", "H", "H", "H", "H", "H", "H", "H"],
  "coordinates": [[-3.49, -0.08, 0.52], [2.01, 1.75, 1.64], [1.05, -2.85, -2.12], [0.72, 0.96, -0.24], [-0.57, 0.22, -0.65], [1.20, 0.66, 1.13], [-0.84, 0.88, -1.43], [-2.70, -0.68, 0.32], [-0.35, -0.82, -1.01], [-3.95, -0.52, 1.15], [1.87, -2.85, -1.55], [1.35, 2.39, 2.07], [0.35, -2.34, -1.61], [-1.36, 0.27, 0.13], [2.06, -0.11, 1.18], [0.47, 0.22, 1.82], [0.59, 2.07, -0.39], [1.58, 0.85, -0.95]],
  "nbo_charge": [-1.1331, -0.7459, -1.0610, -0.4479, -0.7800, -0.2004, 0.1983, 0.3758, 0.1443, 0.4143, 0.4342, 0.4515, 0.4233, 0.2065, 0.1643, 0.1657, 0.1902, 0.1998]
}

=====

Entry 7:
{
  "formula": "C3H12O3",
  "method": "ωB97M-V/def2-TZVPD",
  "smiles": "C=CC.O.O.O",
  "relative_energy_kj_mol": 97.61,
  "homo_lumo_gap_ev": 9.74,
  "mol_weight_g_mol": 96.13,
  "total_energy_ev": -9447.015,
  "largest_force_ev_per_a": 1.788,
  "charge": 0,
  "species": ["O", "O", "O", "C", "C", "C", "H", "H", "H", "H", "H", "H", "H", "H", "H", "H", "H", "H"],
  "coordinates": [[-1.08, 0.26, -3.23], [0.59, 2.31, -1.46], [1.80, -1.52, -1.09], [0.52, -0.95, 1.47], [-1.37, 0.58, 2.07], [-0.17, -0.25, 2.37], [0.04, -0.36, 3.43], [-1.18, 1.65, 1.91], [0.20, -0.87, 0.45], [2.53, -1.79, -0.53], [1.62, -2.27, -1.67], [1.33, -1.52, 1.88], [1.11, 2.34, -2.27], [-1.63, -0.21, -2.61], [-2.06, 0.59, 2.92], [-1.91, 0.34, 1.15], [-0.18, -0.06, -3.13], [-0.16, 1.75, -1.66]],
  "nbo_charge": [-0.9490, -0.9461, -0.9426, -0.4133, -0.6611, -0.1683, 0.1867, 0.2260, 0.2108, 0.4777, 0.4689, 0.1941, 0.4657, 0.4756, 0.2137, 0.2066, 0.4772, 0.4773]
}

=====

Entry 8:
{
  "formula": "C3H12O3",
  "method": "ωB97M-V/def2-TZVPD",
  "relative_energy_kj_mol": 371.81,
  "homo_lumo_gap_ev": 7.92,
  "mol_weight_g_mol": 96.13,
  "total_energy_ev": -9444.173,
  "largest_force_ev_per_a": 3.208,
  "charge": 0,
  "species": ["O", "O", "O", "C", "C", "C", "H", "H", "H", "H", "H", "H", "H", "H", "H", "H", "H", "H"],
  "coordinates": [[-0.98, 1.05, 1.67], [-0.96, -1.08, 0.14], [-3.44, -0.27, -0.27], [1.71, 0.14, 0.95], [1.85, -0.35, -0.36], [1.23, 0.51, -1.44], [0.70, 1.33, -0.95], [-2.49, -0.57, -0.21], [0.41, -0.08, -1.88], [1.91, 0.82, -2.22], [2.28, -0.25, 1.78], [-0.45, -1.86, 0.41], [-1.90, 1.28, 1.58], [-3.65, -0.21, -1.20], [-0.86, 0.24, 1.12], [0.86, -0.66, 0.44], [1.30, 1.13, 1.11], [2.48, -1.17, -0.68]],
  "lowdin_charge": [-0.1147, -0.3822, -0.1081, 0.0750, -0.1099, -0.0509, 0.0918, -0.0372, 0.0927, 0.0915, 0.1184, -0.0410, 0.0242, 0.0062, -0.0486, 0.1429, 0.1050, 0.1448]
}

=====

Entry 9:
{
  "formula": "C3H12O3S2",
  "method": "ωB97M-V/def2-TZVPD",
  "smiles": "OCCCSS.O.O",
  "relative_energy_kj_mol": 10.54,
  "homo_lumo_gap_ev": 9.71,
  "mol_weight_g_mol": 160.26,
  "total_energy_ev": -31118.535,
  "largest_force_ev_per_a": 1.235,
  "charge": 0,
  "species": ["S", "S", "O", "O", "O", "C", "C", "C", "H", "H", "H", "H", "H", "H", "H", "H", "H", "H", "H", "H"],
  "coordinates": [[0.00, -3.57, 2.52], [0.76, -3.71, 0.65], [-0.59, 0.34, -1.44], [1.09, 2.72, -1.32], [-0.74, 4.11, 0.48], [0.15, -2.25, -0.27], [0.33, -0.93, 0.47], [-0.63, 0.12, 0.00], [-1.27, -3.96, 2.28], [0.70, 1.86, -1.54], [0.28, -1.07, 1.55], [1.83, 2.56, -0.74], [1.35, -0.58, 0.29], [0.06, -0.23, -1.84], [-1.67, -0.16, 0.19], [-0.91, -2.43, -0.44], [-0.17, 3.50, -0.01], [-0.51, 1.10, 0.45], [-0.72, 4.90, -0.07], [0.66, -2.32, -1.22]],
  "nbo_charge": [-0.1247, 0.0972, -0.7406, -0.9658, -0.9640, -0.5333, -0.4644, -0.0655, 0.1221, 0.4937, 0.2461, 0.4721, 0.2023, 0.4655, 0.1777, 0.2160, 0.4849, 0.1930, 0.4649, 0.2228]
}

=====

Entry 10:
{
  "formula": "C3H12O4",
  "method": "ωB97M-V/def2-TZVPD",
  "relative_energy_kj_mol": 512.84,
  "homo_lumo_gap_ev": 6.66,
  "mol_weight_g_mol": 112.12,
  "total_energy_ev": -11490.447,
  "largest_force_ev_per_a": 2.960,
  "charge": 0,
  "species": ["O", "O", "O", "O", "C", "C", "C", "H", "H", "H", "H", "H", "H", "H", "H", "H", "H", "H", "H"],
  "coordinates": [[-0.08, -0.17, -1.41], [0.62, 2.10, -0.21], [1.20, -1.94, -0.14], [2.54, 0.23, 1.25], [-2.38, 0.12, 1.19], [-1.36, 0.13, -1.12], [-1.71, -0.51, 0.18], [-1.48, -1.57, 0.22], [2.44, 0.07, 2.20], [0.64, 1.41, -0.91], [-2.58, -0.51, 2.07], [1.92, -0.41, 0.85], [1.92, -2.31, -0.64], [0.64, -1.32, -0.72], [-0.53, 0.26, 1.23], [-1.54, 1.21, -0.89], [-2.14, -0.01, -1.91], [-2.65, 1.17, 1.22], [1.36, 1.95, 0.38]],
  "lowdin_charge": [-0.2641, -0.0883, -0.1319, -0.0732, 0.1146, -0.4395, -0.1331, 0.1303, 0.0371, 0.0156, 0.0906, -0.0099, 0.0364, -0.0216, 0.3895, 0.1066, 0.1332, 0.1026, 0.0052]
}

=====

Entry 11:
{
  "formula": "C3H12P2Si",
  "method": "ωB97M-V/def2-TZVPD",
  "relative_energy_kj_mol": 221.39,
  "homo_lumo_gap_ev": 8.77,
  "mol_weight_g_mol": 138.16,
  "total_energy_ev": -29757.950,
  "largest_force_ev_per_a": 6.685,
  "charge": 0,
  "species": ["P", "P", "Si", "C", "C", "C", "H", "H", "H", "H", "H", "H", "H", "H", "H", "H", "H", "H"],
  "coordinates": [[-1.62, 1.25, -0.73], [-2.94, 0.04, 0.55], [0.25, 0.22, -0.06], [1.75, 1.38, -0.56], [0.18, -0.42, 1.77], [1.08, -1.68, -1.43], [2.00, -2.03, -0.97], [2.28, 1.13, 0.36], [2.47, 1.04, -1.23], [-2.64, 0.62, 1.75], [0.51, -2.46, -1.31], [-0.81, -0.70, 1.86], [1.38, 2.42, -0.54], [-4.10, 0.84, 0.42], [-2.22, 0.42, -1.76], [1.15, -1.16, -2.37], [0.36, 0.43, 2.51], [0.91, -1.33, 1.74]],
  "nbo_charge": [-0.2095, 0.0241, 1.1773, -1.0891, -1.0893, -0.8463, 0.1957, 0.2271, 0.2500, -0.0296, 0.1769, 0.2248, 0.2381, 0.0001, 0.0352, 0.2050, 0.2452, 0.2642]
}

=====

Entry 12:
{
  "formula": "C3H13LuNNb",
  "method": "ωB97M-V/def2-TZVPD",
  "homo_lumo_gap_ev": 3.94,
  "mol_weight_g_mol": 331.02,
  "total_energy_ev": -39951.675,
  "largest_force_ev_per_a": 2.796,
  "charge": 2,
  "species": ["Lu", "Nb", "N", "C", "C", "C", "H", "H", "H", "H", "H", "H", "H", "H", "H", "H", "H", "H", "H"],
  "coordinates": [[2.62, 2.68, -0.72], [-2.10, -1.14, 0.01], [2.70, 0.48, -0.03], [0.21, 0.65, -0.31], [-1.05, 0.92, 0.37], [1.36, -0.23, 0.29], [-2.76, -2.80, -0.18], [-3.49, -0.35, -0.91], [2.92, 0.09, -0.97], [-1.71, 1.64, -0.15], [-0.03, 0.32, -1.34], [1.43, -1.22, -0.16], [0.77, 1.70, -0.38], [1.21, -0.35, 1.37], [-0.83, -2.00, 1.06], [3.47, 0.14, 0.54], [-0.99, 1.20, 1.42], [-2.72, -0.40, 1.57], [-1.00, -1.31, -1.48]],
  "nbo_charge": [1.6617, 1.4688, -1.0326, -0.5032, -0.5016, -0.2331, -0.0517, -0.3550, 0.4104, 0.2803, 0.2904, 0.2602, 0.0516, 0.2618, -0.3886, 0.4528, 0.2599, -0.1025, -0.2298]
}